No. 1
Formula: C23H25FN2O5S
Source: the Open Molecules 2025 dataset
Level of theory: ωB97M-V/def2-TZVPD

For the gap between HOMO and LUMO, the calculation gives 8.4 eV. As for the structure (SMILES): CCOc1ccc(CCNC(=O)CS(=O)(=O)Cc2nc(-c3ccccc3F)oc2C)cc1. The energy above the lowest of the compared OMol25 structures with the same formula, charge and spin is 0.000 eV.

XYZ file:
```
57
Properties=species:S:1:pos:R:3:forces:R:3:lowdin_charge:R:1
C -4.1412 -3.0580 0.6944 0.32 -0.14 -0.28 -0.058
C -3.4290 -3.8922 -0.3674 -0.42 -0.05 0.13 -0.239
O -2.0552 -3.5773 -0.4954 0.26 0.08 -0.02 -0.063
C -1.6708 -2.4961 -1.2312 0.21 0.08 -0.08 -0.270
C -2.5240 -1.5853 -1.8433 -0.21 -0.27 0.14 -0.019
C -2.0025 -0.5015 -2.5292 0.24 0.02 -0.06 -0.036
C -0.6345 -0.2920 -2.6237 -0.01 0.00 -0.09 -0.240
C 0.2117 -1.2348 -2.0502 -0.16 -0.12 -0.08 -0.039
C -0.2929 -2.3200 -1.3661 -0.16 -0.15 0.01 -0.001
H 0.3641 -3.0489 -0.9172 0.09 -0.10 0.08 0.128
H 1.2825 -1.1153 -2.1385 0.12 0.03 0.00 0.116
C -0.0784 0.9191 -3.3227 -0.15 0.17 0.09 -0.128
H -0.3239 0.8763 -4.3870 0.11 0.06 0.00 0.123
H 1.0096 0.9172 -3.2297 0.05 -0.02 -0.08 0.111
C -0.6282 2.2324 -2.7666 -0.04 0.21 -0.15 -0.171
N -0.3910 2.3424 -1.3409 0.16 -0.22 -0.38 0.065
C -1.0939 3.2108 -0.5886 0.26 0.01 -0.14 -0.548
O -1.9194 3.9737 -1.0441 -0.23 0.24 0.03 0.077
C -0.7396 3.1665 0.8841 -0.57 -0.59 0.33 -0.115
H 0.2798 2.8462 1.0694 0.10 0.01 0.00 0.094
H -0.9457 4.1272 1.3492 -0.07 0.00 0.05 0.119
S -1.7852 1.9879 1.8134 -0.09 -0.30 0.27 0.680
O -3.1498 2.4245 1.8245 -0.22 0.20 -0.45 -0.301
O -1.1469 1.7739 3.0852 0.36 -0.02 0.00 -0.312
C -1.7253 0.3972 0.8913 0.19 0.94 0.34 -0.127
C -0.3742 -0.1662 1.0034 0.56 -1.14 0.65 -0.271
C 0.0684 -1.2671 1.6927 -1.14 0.89 -0.34 -0.225
O 1.4009 -1.3551 1.5031 0.40 -0.22 -0.01 0.147
C 1.7358 -0.3190 0.7232 -1.02 0.69 -0.26 -0.259
N 0.7054 0.4219 0.4062 1.04 -0.27 0.11 0.168
C 3.0923 -0.0912 0.2810 0.61 -0.37 0.12 -0.068
C 3.3891 1.0252 -0.5060 0.03 -0.19 0.11 -0.013
C 4.6751 1.2552 -0.9502 -0.01 0.09 -0.06 -0.075
C 5.6972 0.3775 -0.6198 -0.08 -0.06 0.06 -0.069
C 5.4292 -0.7355 0.1576 -0.04 -0.05 0.04 -0.001
C 4.1388 -0.9599 0.5982 -0.02 0.21 -0.14 -0.208
F 3.9023 -2.0517 1.3457 0.07 0.11 -0.08 0.090
H 6.2047 -1.4343 0.4287 0.05 -0.08 0.04 0.121
H 6.7027 0.5582 -0.9662 0.09 0.01 -0.03 0.108
H 4.8850 2.1230 -1.5560 0.01 0.08 -0.05 0.106
H 2.5886 1.7036 -0.7541 -0.08 0.10 -0.04 0.108
C -0.6270 -2.2984 2.4946 0.20 -0.04 -0.14 0.028
H 0.0973 -2.8238 3.1112 -0.03 -0.04 0.12 0.095
H -1.1112 -3.0187 1.8338 -0.03 -0.08 0.03 0.073
H -1.3777 -1.8340 3.1295 -0.03 -0.01 0.08 0.094
H -2.0088 0.6282 -0.1309 -0.08 -0.12 -0.09 0.092
H -2.4680 -0.2394 1.3619 -0.18 0.11 0.10 0.110
H 0.1966 1.6444 -0.8857 -0.05 0.16 0.09 0.075
H -1.7047 2.3211 -2.9435 0.11 0.00 -0.05 0.117
H -0.1476 3.0754 -3.2786 -0.15 -0.08 -0.03 0.127
H -2.6855 0.1941 -2.9943 -0.10 0.11 -0.04 0.122
H -3.5950 -1.6994 -1.7942 -0.11 -0.04 0.05 0.109
H -3.4384 -4.9459 -0.0734 -0.05 0.14 -0.11 0.125
H -3.9339 -3.8021 -1.3363 0.08 -0.05 0.05 0.119
H -5.1783 -3.3741 0.7647 -0.13 0.00 0.04 0.080
H -3.6669 -3.2002 1.6622 0.02 -0.01 0.11 0.072
H -4.1137 -1.9996 0.4480 -0.05 0.11 0.00 0.061
```
Forces are in eV/Å.

No. 2
Formula: C8H14NO
Source: the Open Molecules 2025 dataset
Level of theory: ωB97M-V/def2-TZVPD

For the gap between HOMO and LUMO, the calculation gives 10.4 eV. As for the structure (SMILES): C#C[C@@](C)(O)[C@@H]1CCC[NH2+]1. The net charge is +1. The energy above the lowest of the compared OMol25 structures with the same formula, charge and spin is 4.281 eV.

XYZ file:
```
24
Properties=species:S:1:pos:R:3:forces:R:3:lowdin_charge:R:1
C 1.3807 -2.4427 -0.2167 -0.51 1.82 1.03 0.198
C 1.2296 -1.2435 -0.0689 1.21 -2.28 -1.76 -0.104
C -2.3204 -0.5787 0.2695 -0.14 3.15 -0.13 -0.101
C -1.2790 0.0846 1.2179 2.41 -2.13 -4.52 -0.085
C -1.7815 -0.3906 -1.1700 3.68 -1.33 4.50 -0.049
C -0.2790 0.8136 0.2601 3.04 1.22 2.04 -0.115
C 2.4417 0.5256 0.9582 0.81 0.87 -0.78 -0.011
C 1.4583 0.1779 -0.1062 -4.05 0.19 0.61 -0.518
N -1.0103 0.8891 -1.0143 2.19 -0.95 -0.66 0.072
O 1.7671 0.7030 -1.3646 0.33 0.78 -0.26 -0.002
H 1.5267 -3.4716 -0.0266 -0.07 -0.52 -0.33 0.048
H -2.5590 -1.5736 0.3277 -0.25 -2.48 0.98 0.089
H -3.2320 -0.0155 0.5099 -0.15 -0.22 -0.75 0.126
H -1.6470 0.7550 1.8535 -1.89 2.58 2.53 0.071
H -0.6718 -0.5784 1.7376 0.76 -1.61 1.23 0.095
H -1.0399 -1.2655 -1.2655 -1.11 1.59 -0.73 0.156
H -2.4462 -0.2015 -1.8840 -2.76 -0.04 -3.12 0.089
H 0.1056 1.8102 0.7435 -1.41 -1.31 -1.49 0.169
H 2.2251 1.6087 1.1475 1.07 -0.66 0.19 0.096
H 3.4305 0.3172 0.3292 -1.54 0.58 2.21 0.162
H 2.2959 -0.0670 1.8996 0.49 0.53 -1.07 0.120
H -0.3108 1.0247 -1.7574 -0.11 0.10 -0.10 0.171
H -1.6645 1.6217 -1.0279 -0.99 1.53 -0.06 0.166
H 2.3801 1.4973 -1.3521 -1.00 -1.41 0.46 0.159
```
Forces are in eV/Å.

No. 3
Formula: C26H28BaN9S4
Source: the Open Molecules 2025 dataset
Level of theory: ωB97M-V/def2-TZVPD

For the gap between HOMO and LUMO, the calculation gives 4.0 eV. The net charge is -1. The energy above the lowest of the compared OMol25 structures with the same formula, charge and spin is 0.564 eV.

XYZ file:
```
68
Properties=species:S:1:pos:R:3:forces:R:3:lowdin_charge:R:1
Ba 0.4595 0.2045 0.1947 -0.90 1.59 -1.20 1.600
N 0.6753 3.2052 -0.5495 -0.03 -0.01 0.06 0.052
C 1.9912 3.4762 -0.1938 0.04 -0.04 0.07 -0.292
C 2.9428 3.7533 -1.1772 0.01 -0.05 -0.07 -0.050
C 4.2688 3.9774 -0.8429 0.03 0.00 0.02 -0.122
C 4.6665 3.9312 0.4841 0.06 0.01 0.02 -0.119
C 3.7212 3.6573 1.4644 -0.04 0.02 -0.12 -0.050
C 2.3830 3.4223 1.1588 0.03 0.00 0.01 -0.158
C 1.4111 3.1413 2.2591 -0.08 0.04 0.29 -0.275
C 1.3758 4.0588 3.3165 0.05 0.07 -0.11 -0.075
C 0.5698 3.8331 4.4206 0.01 -0.04 0.02 -0.124
C -0.1860 2.6702 4.4672 -0.05 -0.04 0.09 -0.131
C -0.1412 1.7736 3.4043 0.04 0.02 -0.04 -0.185
C 0.6316 1.9618 2.2454 0.26 0.54 0.48 -0.284
H 0.3858 3.4979 -1.4688 -0.04 -0.03 -0.01 0.087
H -0.0095 3.3798 0.1736 -0.01 -0.06 -0.03 0.086
H 2.6315 3.7980 -2.2159 -0.03 0.00 0.02 0.106
H 4.9917 4.1974 -1.6196 -0.02 0.00 -0.02 0.091
H 5.7007 4.1097 0.7519 -0.01 -0.01 0.02 0.088
H 4.0170 3.6159 2.5061 0.00 -0.01 0.01 0.110
H 1.9753 4.9637 3.2607 0.00 -0.01 0.04 0.102
H 0.5367 4.5477 5.2349 -0.01 0.01 -0.02 0.086
H -0.8135 2.4703 5.3311 0.00 -0.01 -0.01 0.085
H -0.7468 0.8685 3.4944 -0.07 0.04 -0.01 0.062
S -1.4499 0.8403 -2.0747 0.15 0.85 -0.08 -0.365
S -2.2392 -1.0215 -2.2549 -0.36 -0.82 -0.12 -0.283
S -4.1774 -1.0714 -1.4581 0.05 0.54 -0.64 -0.257
S -4.2986 -2.3211 0.1248 0.22 -0.50 0.73 -0.244
C 3.6737 -2.3359 3.5127 -0.10 0.03 -0.02 -0.067
N 2.2646 -2.6579 3.5507 -0.07 0.06 0.06 -0.170
C 1.9051 -3.8438 4.3042 -0.02 0.01 0.01 -0.060
C 1.4225 -2.0631 2.6319 0.36 -0.06 0.07 -0.453
N 1.8108 -1.4498 1.5775 0.67 -0.80 0.67 -0.049
N 0.0887 -2.1102 2.9849 0.03 -0.03 -0.01 0.136
C -1.0030 -2.1439 2.1026 -0.12 -0.20 -0.29 -0.544
N -2.1694 -2.5362 2.6916 -0.09 -0.05 0.14 0.131
N -0.8584 -1.8942 0.8605 -0.43 -0.76 0.37 -0.069
H 4.1040 -2.5326 4.4947 0.01 0.00 0.00 0.088
H 3.7967 -1.2763 3.2923 0.05 -0.01 0.00 0.094
H 4.2264 -2.9261 2.7707 0.00 0.00 0.00 0.092
H 1.8810 -3.6430 5.3799 0.00 -0.03 0.00 0.088
H 2.6362 -4.6361 4.1220 -0.01 -0.01 0.00 0.088
H 0.9344 -4.2229 3.9919 0.01 0.00 0.00 0.088
H 2.7967 -1.5786 1.3839 0.03 -0.13 0.13 0.046
H -0.1012 -2.3922 3.9287 -0.05 0.03 0.05 0.128
H -2.3112 -2.3225 3.6651 0.02 0.06 0.02 0.089
H -2.9857 -2.3790 2.0865 -0.10 0.04 -0.08 -0.039
H -1.7555 -2.0133 0.3706 -0.02 0.04 0.00 -0.041
N 7.7346 -2.5647 -8.2462 -0.01 -0.01 0.01 0.153
C 6.9254 -2.4346 -7.4400 0.33 -0.05 -0.32 -0.193
C 5.9267 -2.2698 -6.4397 -0.58 0.10 0.57 -0.236
C 5.7096 -1.0183 -5.8554 0.22 -0.18 -0.24 -0.016
C 4.7384 -0.8558 -4.8922 -0.21 0.04 0.19 0.003
C 3.9654 -1.9412 -4.4822 0.29 -0.04 -0.24 -0.173
C 4.1830 -3.1923 -5.0578 -0.18 0.04 0.19 0.001
C 5.1476 -3.3548 -6.0277 0.27 0.11 -0.24 -0.018
N 2.9812 -1.7811 -3.4954 0.01 -0.03 0.00 -0.023
C 1.8307 -2.5367 -3.3455 -0.18 0.02 0.12 -0.028
C 1.1978 -2.0451 -2.2484 -0.02 -0.23 -0.15 -0.150
N 1.9377 -1.0212 -1.7070 0.77 -0.11 -0.43 -0.093
C 2.9887 -0.8825 -2.4706 -0.19 0.00 0.16 -0.138
H 6.3057 -0.1761 -6.1793 -0.02 0.03 0.03 0.123
H 4.5581 0.1211 -4.4644 0.00 0.00 -0.04 0.117
H 3.6011 -4.0411 -4.7269 0.01 0.00 -0.01 0.114
H 5.3185 -4.3257 -6.4722 -0.03 -0.02 0.02 0.122
H 1.5417 -3.2956 -4.0496 0.01 0.03 -0.01 0.121
H 0.2476 -2.3452 -1.8296 0.00 0.04 -0.02 0.066
H 3.7815 -0.1707 -2.3045 0.03 -0.04 -0.09 0.134
```
Forces are in eV/Å.

No. 4
Formula: C8H21FIO5PSSi2
Source: the Open Molecules 2025 dataset
Level of theory: ωB97M-V/def2-TZVPD

For the gap between HOMO and LUMO, the calculation gives 9.3 eV.

XYZ file:
```
40
Properties=species:S:1:pos:R:3:forces:R:3:lowdin_charge:R:1
C 3.5716 2.6946 0.0381 0.21 1.68 0.02 -0.146
O 3.2407 1.9248 -1.1714 1.80 -1.28 2.16 -0.280
C 3.7159 0.5099 -1.0497 -1.82 -0.69 -1.08 -0.193
C 2.4845 -0.3938 -0.3708 1.63 -0.10 0.40 -0.182
C 2.5172 -1.9312 -0.9444 0.01 0.17 -0.94 -0.216
C 1.0779 -2.7164 -0.9041 0.57 -0.90 0.10 -0.220
C 0.3258 -2.7151 0.5533 -0.44 0.42 0.16 -0.221
C -1.3006 -2.4839 0.3207 1.44 0.22 0.19 -0.251
C -1.4584 -0.9067 -0.2118 0.26 -0.80 0.36 -0.315
Si -3.0238 -0.1968 0.7383 2.32 -1.67 1.37 0.484
O -2.5538 0.4962 2.2829 -0.08 2.85 -2.87 -0.425
Si -2.0931 2.1864 2.1496 -1.62 0.75 1.47 -0.165
F -3.4737 3.3070 2.0087 3.25 -3.03 0.16 -0.276
S -1.1365 2.6870 4.0698 0.87 0.11 -0.69 0.387
I -0.4091 2.6885 0.4063 -0.70 -0.19 0.32 0.634
P -4.3015 1.0798 -0.5105 -6.50 2.57 -1.22 0.574
O -5.6664 1.4097 0.2528 5.57 -1.07 -2.68 -0.382
O -4.7846 0.0804 -1.8975 3.30 1.87 0.95 -0.260
O -3.5175 2.4795 -1.1875 -0.11 -3.21 -0.61 -0.306
H 4.4690 2.2635 0.6617 -1.79 0.60 -1.29 0.099
H 2.6396 2.8626 0.7343 1.75 -0.62 -1.27 0.034
H 3.8979 3.7797 -0.3374 -0.68 -2.35 0.82 0.109
H 3.7815 0.1159 -2.1744 0.25 1.02 2.46 0.130
H 4.7296 0.4100 -0.4729 -1.91 0.31 -1.17 0.127
H 2.7401 -0.4443 0.7836 -1.05 0.29 -2.20 0.119
H 1.4998 0.2006 -0.6059 1.87 -1.37 0.53 0.082
H 3.3732 -2.5682 -0.4289 -1.87 1.40 -0.89 0.124
H 2.8212 -1.8538 -2.0933 -0.61 -0.26 2.36 0.110
H 1.2829 -3.8619 -1.1693 -0.42 2.50 0.41 0.120
H 0.3938 -2.3029 -1.7707 1.25 -0.65 1.92 0.110
H 0.5311 -3.7076 1.1610 -0.42 1.94 -1.41 0.116
H 0.7141 -1.8239 1.2427 -0.79 -1.86 -1.54 0.111
H -1.6496 -3.2463 -0.5022 0.37 1.49 1.81 0.119
H -1.8402 -2.6459 1.3680 0.96 0.24 -2.42 0.102
H -0.4755 -0.3675 0.1237 -1.98 -0.83 -0.86 0.015
H -1.5812 -0.8641 -1.3772 0.34 -0.02 2.20 0.084
H -3.8322 -1.4010 1.0590 -0.15 0.51 -0.06 0.020
H 0.2406 2.9542 3.7825 -2.02 -0.48 -0.21 -0.140
H -4.0196 0.0816 -2.5750 -1.77 -0.13 1.40 0.079
H -2.9304 2.2194 -1.9822 -1.26 0.59 1.83 0.086
```
Forces are in eV/Å.